[1]
Computed, not measured: a structure of composition C4H12KO2 at a distorted geometry, with wB97M-V/def2-TZVPD.

Cartesian coordinates (Å):
K1 4.112 -0.466 1.166
C1 0.937 0.206 -4.232
C2 0.839 1.192 -3.130
O1 2.150 1.564 -2.722
H1 -0.077 -0.151 -4.411
H2 1.495 -0.706 -4.019
H3 1.244 0.603 -5.200
H4 0.309 0.778 -2.272
H5 0.306 2.073 -3.488
H6 2.128 2.504 -2.526
C3 -1.562 -1.885 3.585
C4 -1.699 -0.369 3.453
O2 -0.504 0.216 2.975
H7 -1.262 -2.222 2.592
H8 -2.471 -2.322 3.998
H9 -0.746 -2.132 4.264
H10 -2.003 0.091 4.393
H11 -2.550 -0.114 2.821
H12 -0.645 1.139 2.753

Properties
Kohn-Sham gap: 8.3 eV
net charge: +1
2S+1: 1
E_tot: -909.78339 Eh
highest occupied orbital energy: -12.7 eV
energy above the lowest of the compared OMol25 structures with the same formula, charge and spin: 117.6 kJ/mol
LUMO: -0.1610 hartree

Partial charges, natural (NBO), in e: 1.00, -0.63, -0.07, -0.75, 0.22, 0.21, 0.22, 0.15, 0.17, 0.47, -0.63, -0.06, -0.75, 0.21, 0.23, 0.21, 0.16, 0.16, 0.47

---

[2]
Computed, not measured: a cluster of 2 separate species, C4H12N2 in total, with wB97M-V/def2-TZVPD.

Cartesian coordinates (Å):
C1 0.020 -0.915 0.075
C2 0.987 0.075 0.655
C3 -1.723 0.601 -0.618
C4 0.464 -1.584 -1.202
N1 0.446 0.696 1.880
N2 -1.247 1.843 -0.433
H1 -0.319 -1.639 0.824
H2 -0.675 2.322 -1.119
H3 -1.111 2.148 0.521
H4 0.170 -0.022 2.541
H5 1.153 1.260 2.338
H6 1.154 0.882 -0.072
H7 1.974 -0.398 0.812
H8 -1.696 0.287 -1.661
H9 -1.349 -0.269 0.097
H10 1.326 -2.251 -1.049
H11 0.762 -0.846 -1.954
H12 -0.336 -2.190 -1.634

Properties
Kohn-Sham gap: 7.7 eV
2S+1: 1
E_tot: -268.97924 Eh
highest occupied orbital energy: -6.7 eV
energy above the lowest of the compared OMol25 structures with the same formula, charge and spin: 360.0 kJ/mol
LUMO: 0.0384 hartree

Partial charges, natural (NBO), in e: -0.34, -0.24, -0.19, -0.63, -0.85, -0.77, 0.19, 0.36, 0.40, 0.36, 0.36, 0.17, 0.17, 0.16, 0.25, 0.20, 0.20, 0.21

---

[3]
Computed, not measured: a structure of composition C4H12N2 at a distorted geometry, with wB97M-V/def2-TZVPD.

Cartesian coordinates (Å):
C1 -0.439 -0.040 -0.739
C2 0.724 0.925 -0.806
C3 2.052 0.238 -0.212
N1 1.674 -0.736 0.880
C4 -1.326 0.035 0.538
N2 -2.661 -0.437 0.136
H1 -0.138 -1.076 -0.885
H2 -1.149 0.101 -1.544
H3 0.651 1.905 -0.370
H4 1.079 1.042 -1.825
H5 2.779 1.045 -0.041
H6 2.512 -0.180 -1.121
H7 1.617 0.354 1.097
H8 2.377 -0.732 1.625
H9 -0.787 -0.524 1.301
H10 -1.418 1.082 0.814
H11 -3.413 -0.062 0.703
H12 -2.677 -1.445 0.231

Properties
Kohn-Sham gap: 10.1 eV
2S+1: 1
E_tot: -268.99472 Eh
highest occupied orbital energy: -9.1 eV
energy above the lowest of the compared OMol25 structures with the same formula, charge and spin: 319.3 kJ/mol
LUMO: 0.0377 hartree

Partial charges, natural (NBO), in e: -0.43, -0.41, -0.31, -0.81, -0.22, -0.85, 0.21, 0.22, 0.20, 0.21, 0.19, 0.18, 0.39, 0.35, 0.20, 0.17, 0.36, 0.35

---

[4]
Computed, not measured: an isolated molecule of C4H12N2 at a distorted geometry, with wB97M-V/def2-TZVPD.

Cartesian coordinates (Å):
N1 -1.680 0.091 -1.440
C1 -1.425 -0.853 -0.341
C2 0.001 -1.345 -0.206
C3 0.815 -0.539 0.841
C4 0.644 0.976 0.890
N2 1.734 1.827 0.357
H1 -0.796 0.411 -1.813
H2 -2.221 -0.203 -2.238
H3 -1.707 -0.335 0.579
H4 -2.178 -1.638 -0.412
H5 0.076 -2.391 0.092
H6 0.621 -1.225 -1.100
H7 0.534 -0.875 1.842
H8 1.877 -0.783 0.733
H9 0.617 1.259 1.949
H10 -0.330 1.318 0.530
H11 2.024 1.534 -0.582
H12 1.393 2.771 0.319

Properties
Kohn-Sham gap: 10.2 eV
2S+1: 1
E_tot: -269.08294 Eh
highest occupied orbital energy: -9.1 eV
energy above the lowest of the compared OMol25 structures with the same formula, charge and spin: 87.7 kJ/mol
LUMO: 0.0405 hartree

Partial charges, natural (NBO), in e: -0.85, -0.23, -0.42, -0.41, -0.23, -0.84, 0.35, 0.37, 0.18, 0.19, 0.22, 0.20, 0.20, 0.21, 0.18, 0.18, 0.35, 0.36

---

[5]
Computed, not measured: a cluster of 2 separate species, C4H12N2 in total at a distorted geometry, with wB97M-V/def2-TZVPD.

Cartesian coordinates (Å):
C1 -0.610 0.017 -2.733
N1 -0.900 -0.646 -1.702
C2 -2.309 -0.559 -1.305
H1 0.398 -0.056 -3.150
H2 -1.167 0.714 -3.378
H3 -2.562 0.400 -0.834
H4 -2.512 -1.388 -0.633
H5 -2.975 -0.707 -2.173
C3 2.337 -0.138 1.770
C4 1.036 0.581 2.005
N2 -0.096 0.105 1.153
H6 2.697 -0.067 0.735
H7 3.110 0.402 2.323
H8 2.197 -1.211 1.918
H9 0.623 0.313 2.987
H10 1.162 1.656 1.957
H11 -0.654 0.877 0.792
H12 0.226 -0.294 0.268

Properties
Kohn-Sham gap: 9.9 eV
2S+1: 1
E_tot: -269.05045 Eh
highest occupied orbital energy: -8.9 eV
energy above the lowest of the compared OMol25 structures with the same formula, charge and spin: 173.0 kJ/mol
LUMO: 0.0371 hartree

Partial charges, natural (NBO), in e: -0.05, -0.40, -0.46, 0.16, 0.15, 0.20, 0.21, 0.19, -0.63, -0.22, -0.86, 0.20, 0.22, 0.22, 0.18, 0.17, 0.35, 0.37

---

[6]
Computed, not measured: an isolated molecule of C4H12N2 at a distorted geometry, with wB97M-V/def2-TZVPD.

Cartesian coordinates (Å):
C1 -0.103 -0.753 1.576
C2 -0.361 -0.855 0.081
C3 -1.846 -1.228 -0.140
N1 -0.072 0.413 -0.570
C4 1.195 1.069 -0.267
N2 1.549 1.829 -1.469
H1 -0.454 -1.644 2.092
H2 -0.615 0.124 1.977
H3 0.955 -0.633 1.802
H4 0.237 -1.656 -0.365
H5 -1.960 -2.283 -0.266
H6 -2.205 -0.803 -1.078
H7 -2.464 -0.863 0.680
H8 -0.116 0.308 -1.576
H9 2.042 0.431 0.004
H10 0.990 1.753 0.566
H11 0.792 2.485 -1.624
H12 2.435 2.307 -1.424

Properties
Kohn-Sham gap: 9.9 eV
2S+1: 1
E_tot: -269.09710 Eh
highest occupied orbital energy: -8.7 eV
energy above the lowest of the compared OMol25 structures with the same formula, charge and spin: 50.5 kJ/mol
LUMO: 0.0431 hartree

Partial charges, natural (NBO), in e: -0.62, -0.04, -0.60, -0.65, -0.04, -0.85, 0.21, 0.21, 0.20, 0.16, 0.20, 0.21, 0.21, 0.37, 0.16, 0.15, 0.36, 0.37